C32H31Cl3F6N8O2PReS as an isolated structure in a non-equilibrium geometry. Source: the Open Molecules 2025 dataset; level of theory: the ωB97M-V functional and the def2-TZVPD basis.

Computed properties:
gap between HOMO and LUMO (alpha / beta) = 6.7 / 3.9 eV
HOMO (alpha / beta) = -15.1 / -15.1 eV
LUMO energy (alpha / beta) = -8.337 / -11.188 eV
expectation value of S² = 0.76
2S+1 = 2
total charge = +3

Each line ends with the Löwdin spin population.
CARTESIAN COORDINATES (ANGSTROEM)
Re  -1.013  1.161  1.394  0.00
C  -3.899  1.281  6.241  0.00
N  -3.697  1.282  4.816  0.00
C  -4.660  1.237  3.871  0.00
C  -4.023  1.208  2.659  0.00
N  -2.680  1.243  2.851  0.00
C  -2.507  1.289  4.188  0.00
P  -0.935  1.327  5.125  0.00
C  -0.201  -0.060  4.171  0.00
N  -0.205  -0.157  2.831  0.00
C  0.373  -1.355  2.533  0.00
C  0.733  -1.973  3.697  0.00
N  0.370  -1.150  4.711  0.00
C  0.561  -1.389  6.117  0.00
C  -0.166  2.604  4.060  0.00
N  -0.110  2.554  2.718  0.00
C  0.512  3.699  2.321  0.00
C  0.834  4.434  3.428  0.00
N  0.404  3.735  4.507  0.00
C  0.523  4.128  5.888  0.00
H  -4.965  1.230  6.452  0.00
H  -3.497  2.189  6.692  0.00
H  -3.412  0.415  6.691  0.00
H  -5.707  1.233  4.096  0.00
H  -4.483  1.151  1.701  0.00
H  0.486  -1.693  1.521  0.00
H  1.209  -2.919  3.859  0.00
H  1.146  -2.295  6.253  0.00
H  -0.397  -1.517  6.622  0.00
H  1.095  -0.556  6.577  0.00
H  0.689  3.924  1.286  0.00
H  1.319  5.386  3.511  0.00
H  1.037  5.084  5.952  0.00
H  1.094  3.388  6.451  0.00
H  -0.463  4.235  6.343  0.00
Cl  5.206  -2.682  -8.111  0.01
C  4.361  -2.233  -6.699  0.02
C  4.736  -2.767  -5.461  0.00
C  4.034  -2.413  -4.329  0.02
C  2.958  -1.527  -4.378  0.02
C  2.277  -1.126  -3.089  0.00
C  2.639  0.337  -2.732  0.00
N  2.186  0.636  -1.401  0.00
C  2.928  0.592  -0.260  0.00
C  2.067  0.805  0.773  0.00
N  0.802  0.962  0.271  0.00
C  0.918  0.855  -1.045  0.00
O  0.866  -1.196  -3.114  0.00
C  0.339  -2.486  -2.857  0.01
C  0.653  -3.484  -3.932  0.12
C  1.535  -4.550  -3.775  0.28
Cl  2.393  -4.951  -2.373  0.14
S  1.675  -5.519  -5.204  0.00
C  0.562  -4.501  -6.010  0.28
C  0.106  -3.474  -5.223  0.07
C  2.610  -0.982  -5.624  0.00
Cl  1.323  0.145  -5.773  0.00
C  3.299  -1.334  -6.773  0.01
H  5.573  -3.442  -5.396  0.00
H  4.332  -2.827  -3.378  0.00
H  2.651  -1.788  -2.290  0.00
H  2.136  0.989  -3.449  0.00
H  3.719  0.479  -2.792  0.00
H  3.986  0.433  -0.268  0.00
H  2.276  0.856  1.822  0.00
H  0.115  0.922  -1.748  0.00
H  -0.743  -2.338  -2.789  0.00
H  0.716  -2.858  -1.895  0.00
H  0.280  -4.719  -7.023  0.01
H  -0.612  -2.747  -5.562  0.00
H  3.024  -0.905  -7.724  0.00
C  -2.190  1.059  -2.739  0.00
C  -2.791  1.061  -1.320  0.00
O  -1.881  1.140  -0.302  0.00
C  -3.538  -0.282  -1.121  0.00
F  -4.402  -0.572  -2.073  0.00
F  -4.155  -0.338  0.060  0.00
F  -2.610  -1.262  -1.099  0.00
C  -3.702  2.316  -1.211  0.00
F  -2.912  3.396  -1.209  0.00
F  -4.568  2.430  -2.199  0.00
F  -4.376  2.344  -0.059  0.00
H  -1.602  0.157  -2.906  0.00
H  -1.574  1.945  -2.872  0.00
H  -2.992  1.089  -3.476  0.00


C32H31ClN3O5SSeSiW as an isolated structure. Source: the Open Molecules 2025 dataset; level of theory: the ωB97M-V functional and the def2-TZVPD basis.

Computed properties:
gap between HOMO and LUMO (alpha / beta) = 4.6 / 7.1 eV
energy above the lowest of the compared OMol25 structures with the same formula, charge and spin = 14.4 kcal per mole
HOMO (alpha / beta) = -8.7 / -10.8 eV
LUMO energy (alpha / beta) = -4.123 / -3.728 eV
expectation value of S² = 2.06
2S+1 = 3
total charge = +1

Each line ends with the Löwdin spin population.
CARTESIAN COORDINATES (ANGSTROEM)
W  0.310  0.109  0.298  0.89
Cl  0.315  6.695  2.922  0.00
C  0.595  5.025  2.570  0.00
C  1.898  4.569  2.372  0.00
C  2.143  3.238  2.101  0.00
C  1.084  2.338  1.993  0.01
O  1.313  1.044  1.750  0.05
C  -0.225  2.805  2.180  0.00
C  -1.338  1.893  2.127  0.00
N  -1.330  0.744  1.547  0.00
C  -2.523  -0.032  1.634  0.00
C  -3.747  0.556  1.350  0.08
C  -4.921  -0.150  1.588  -0.01
C  -4.858  -1.426  2.101  0.06
C  -3.626  -2.056  2.351  0.02
C  -3.553  -3.348  2.941  0.29
C  -2.309  -3.841  3.319  0.02
C  -1.163  -3.155  3.043  0.24
N  -1.192  -1.950  2.332  0.09
C  -2.435  -1.349  2.072  0.05
C  -0.461  4.147  2.497  0.00
H  2.719  5.270  2.443  0.00
H  3.155  2.878  1.976  0.00
H  -2.252  2.189  2.639  0.00
H  -3.771  1.559  0.943  0.00
H  -5.877  0.310  1.378  0.00
H  -5.765  -1.976  2.315  0.00
H  -4.464  -3.891  3.147  0.02
H  -2.225  -4.781  3.847  -0.01
H  -0.178  -3.497  3.304  0.02
H  -1.472  4.496  2.667  0.00
O  -1.048  2.288  -2.773  0.02
C  -0.327  1.923  -1.883  0.01
O  -0.694  1.640  -0.653  0.03
C  1.167  1.811  -2.063  0.00
C  1.787  2.285  -3.225  0.00
C  3.147  2.239  -3.282  0.00
C  3.880  1.758  -2.173  0.00
C  5.298  1.755  -2.173  0.00
C  5.988  1.322  -1.081  0.00
C  5.285  0.880  0.062  0.00
C  3.919  0.855  0.091  0.00
C  3.181  1.288  -1.037  0.00
N  1.804  1.299  -1.032  0.00
H  1.166  2.669  -4.021  0.00
H  3.682  2.588  -4.156  0.00
H  5.817  2.117  -3.051  0.00
H  7.069  1.330  -1.079  0.00
H  5.840  0.562  0.935  0.00
H  3.392  0.526  0.972  0.00
C  3.531  -2.997  0.593  0.00
S  2.031  -2.639  -0.295  0.01
C  2.642  -2.772  -1.964  0.00
O  1.944  -1.094  -0.141  0.03
H  3.831  -4.016  0.350  0.00
H  3.293  -2.907  1.649  0.00
H  4.295  -2.279  0.296  0.00
H  2.861  -3.821  -2.163  0.00
H  3.532  -2.155  -2.077  0.00
H  1.842  -2.431  -2.618  0.00
C  -3.555  0.433  -2.526  0.00
Si  -2.920  -1.296  -2.344  0.01
C  -2.465  -2.065  -3.979  0.00
C  -4.067  -2.383  -1.374  0.00
Se  -0.856  -1.418  -1.241  -0.04
H  -4.523  0.380  -3.033  0.00
H  -2.887  1.056  -3.118  0.00
H  -3.698  0.926  -1.562  0.00
H  -3.372  -2.244  -4.562  0.00
H  -1.958  -3.021  -3.844  0.00
H  -1.818  -1.407  -4.561  0.00
H  -5.017  -2.454  -1.911  0.00
H  -4.268  -1.965  -0.390  0.00
H  -3.669  -3.391  -1.249  0.00
O  1.042  -2.084  2.148  0.06
C  0.026  -1.506  1.790  0.05


C32H31ClN4O2OsSi as an isolated structure in a non-equilibrium geometry. Source: the Open Molecules 2025 dataset; level of theory: the ωB97M-V functional and the def2-TZVPD basis.

Computed properties:
gap between HOMO and LUMO = 6.9 eV
energy above the lowest of the compared OMol25 structures with the same formula, charge and spin = 0.0 kcal per mole
HOMO = -6.6 eV
LUMO energy = 0.344 eV
2S+1 = 1
total charge = 0

Each line ends with the Mulliken charge.
CARTESIAN COORDINATES (ANGSTROEM)
Os  -0.091  2.252  -1.378  0.82
N  1.632  2.335  0.150  -0.62
N  1.427  2.033  1.502  -0.18
C  0.575  1.104  2.011  0.11
O  0.501  0.925  3.209  -0.67
O  -0.112  0.401  1.112  0.47
H  2.479  1.877  -0.181  0.25
H  1.747  3.344  0.064  0.35
H  2.016  2.475  2.191  0.25
C  1.201  0.473  -3.543  -1.63
N  1.065  1.802  -2.951  0.03
C  1.659  2.797  -3.568  0.25
C  1.417  4.086  -3.024  -0.26
C  1.770  5.417  -3.273  -1.00
C  1.106  6.180  -2.311  -0.63
C  0.370  5.302  -1.508  -0.62
N  0.570  4.037  -1.938  0.08
C  2.068  -0.435  -2.703  0.43
C  3.435  -0.188  -2.590  -0.24
C  4.241  -1.018  -1.829  -0.89
C  3.691  -2.119  -1.181  -0.25
C  2.334  -2.375  -1.295  -0.78
C  1.525  -1.529  -2.044  0.69
H  1.641  0.579  -4.539  0.53
H  0.205  0.040  -3.655  0.31
H  2.241  2.625  -4.465  0.43
H  2.421  5.771  -4.055  0.48
H  1.141  7.251  -2.195  0.43
H  -0.283  5.511  -0.676  0.48
H  3.867  0.666  -3.099  0.42
H  5.302  -0.817  -1.749  0.42
H  4.322  -2.781  -0.602  0.43
H  1.897  -3.231  -0.796  0.44
H  0.464  -1.731  -2.132  0.03
Cl  -2.135  3.091  -0.255  -0.32
C  -1.928  2.534  -2.067  -0.53
H  -2.176  3.388  -2.703  0.45
H  -2.661  1.740  -2.226  0.31
C  -4.887  -0.041  3.949  -0.51
C  -3.827  0.847  4.056  -0.75
C  -2.626  0.582  3.415  -0.22
C  -2.467  -0.571  2.644  0.45
C  -3.550  -1.451  2.542  -0.23
C  -4.746  -1.198  3.197  -0.77
Si  -0.940  -0.987  1.666  -0.27
C  0.266  -2.094  2.540  0.49
C  -0.044  -2.734  3.738  -0.86
C  0.879  -3.565  4.359  -0.68
C  2.129  -3.759  3.790  -0.55
C  2.456  -3.123  2.600  -0.73
C  1.529  -2.298  1.982  0.11
C  -1.464  -1.744  0.047  0.49
C  -2.222  -0.982  -0.842  0.00
C  -2.681  -1.516  -2.036  -0.79
C  -2.404  -2.841  -2.349  -0.59
C  -1.670  -3.622  -1.469  -0.65
C  -1.204  -3.076  -0.279  -0.28
H  -5.824  0.169  4.448  0.39
H  -3.935  1.751  4.642  0.41
H  -1.799  1.269  3.530  0.37
H  -3.466  -2.347  1.936  0.38
H  -5.568  -1.895  3.108  0.40
H  -1.014  -2.578  4.197  0.38
H  0.623  -4.055  5.289  0.40
H  2.850  -4.402  4.277  0.38
H  3.432  -3.269  2.154  0.43
H  1.797  -1.811  1.051  0.46
H  -2.464  0.043  -0.586  0.38
H  -3.262  -0.906  -2.716  0.41
H  -2.767  -3.265  -3.277  0.38
H  -1.455  -4.655  -1.711  0.41
H  -0.619  -3.691  0.396  0.46


C32H31F3FeNO6SSbSe3Te as an isolated structure in a non-equilibrium geometry. Source: the Open Molecules 2025 dataset; level of theory: the ωB97M-V functional and the def2-TZVPD basis.

Computed properties:
gap between HOMO and LUMO (alpha / beta) = 5.7 / 5.6 eV
energy above the lowest of the compared OMol25 structures with the same formula, charge and spin = 0.0 kcal per mole
HOMO (alpha / beta) = -2.0 / -1.9 eV
LUMO energy (alpha / beta) = 3.708 / 3.706 eV
2S+1 = 1
total charge = -2

Each line ends with the Mulliken charge.
CARTESIAN COORDINATES (ANGSTROEM)
Fe  0.584  0.449  0.275  1.01
O  2.487  -5.243  -1.352  -0.67
C  2.094  -4.149  -1.017  0.33
C  2.867  -2.844  -1.129  -0.10
O  4.012  -2.720  -1.528  -0.73
C  1.932  -1.817  -0.689  0.91
C  0.698  -2.368  -0.312  0.76
O  -0.244  -1.615  0.108  -0.11
C  0.720  -3.824  -0.454  -0.31
O  -0.162  -4.634  -0.223  -0.74
O  2.105  -0.547  -0.656  -0.50
Se  0.969  -0.240  2.550  -0.16
Se  -0.250  0.709  4.231  -0.57
Te  2.194  3.384  3.344  -0.51
Se  2.267  1.639  1.542  -0.38
F  -7.189  1.925  -4.483  -0.37
C  -6.113  1.444  -3.799  0.42
C  -6.318  0.824  -2.587  -0.79
C  -5.211  0.334  -1.898  -0.39
C  -3.920  0.445  -2.410  0.26
C  -3.769  1.107  -3.631  -0.17
C  -4.855  1.606  -4.340  -0.77
Sb  -2.100  -0.201  -1.356  0.08
C  -3.206  -1.402  0.023  0.19
C  -3.003  -1.156  1.381  -0.82
C  -3.612  -1.937  2.355  -0.57
C  -4.435  -2.963  1.944  0.42
F  -5.042  -3.735  2.885  -0.38
C  -4.675  -3.238  0.614  -0.85
C  -4.048  -2.448  -0.342  -0.05
C  -1.562  -1.675  -2.806  0.84
C  -1.587  -3.044  -2.551  -0.49
C  -1.136  -3.961  -3.492  -0.65
C  -0.666  -3.484  -4.696  0.39
F  -0.238  -4.370  -5.634  -0.38
C  -0.598  -2.137  -4.984  -0.88
C  -1.039  -1.236  -4.022  -0.25
H  -7.322  0.727  -2.194  0.43
H  -5.372  -0.149  -0.941  0.41
H  -2.778  1.247  -4.051  0.19
H  -4.736  2.115  -5.288  0.45
H  -2.341  -0.361  1.709  0.14
H  -3.421  -1.767  3.406  0.50
H  -5.324  -4.060  0.342  0.40
H  -4.234  -2.655  -1.390  0.57
H  -1.919  -3.419  -1.591  0.33
H  -1.122  -5.022  -3.279  0.42
H  -0.184  -1.807  -5.928  0.46
H  -0.939  -0.174  -4.220  0.03
C  2.415  1.942  -4.838  -1.15
C  2.986  2.525  -3.547  -0.37
C  2.658  1.727  -2.289  -0.95
S  0.983  1.897  -1.681  0.98
O  0.065  1.770  -2.870  -0.66
C  0.934  3.655  -1.196  -0.95
C  -0.011  4.467  -2.073  -0.47
C  -1.470  4.300  -1.663  -0.72
H  2.692  2.565  -5.692  0.39
H  1.331  1.873  -4.788  0.19
H  2.809  0.938  -5.009  0.34
H  2.667  3.566  -3.431  0.20
H  4.077  2.545  -3.620  0.43
H  3.276  2.031  -1.439  0.46
H  2.798  0.654  -2.409  0.53
H  1.959  4.029  -1.219  0.53
H  0.614  3.657  -0.155  0.30
H  0.107  4.163  -3.115  0.20
H  0.286  5.517  -2.000  0.52
H  -1.766  3.251  -1.711  0.00
H  -2.132  4.869  -2.320  0.43
H  -1.627  4.648  -0.638  0.17
C  -3.245  3.798  2.535  -1.16
C  -1.734  3.635  2.681  -0.61
C  -1.201  2.647  1.745  -0.34
N  -0.841  1.912  0.942  0.87
H  -3.586  4.625  3.157  0.37
H  -3.760  2.891  2.850  0.31
H  -3.527  4.003  1.501  0.30
H  -1.444  3.281  3.670  0.25
H  -1.196  4.566  2.500  0.30


Number 1: calculated total energy -125806.18117 eV. Number 2: calculated total energy -146800.24731 eV. Number 3: calculated total energy -66610.69053 eV. Number 4: calculated total energy -310708.22981 eV.